Entry 1:
ORCA calculation (ωB97M-V with the def2-TZVPD basis set) on a 9-piece molecular cluster, C67H145N7O11 overall at a distorted geometry.

## Properties
Spin multiplicity: 1
Orbital gap (eV): 8.42
SMILES: CC1(C)CCCC(C)(C)N1O.CC1(C)CCCC(C)(C)N1O.CC1(C)CCCC(C)(C)N1O.CC1(C)CCCC(C)(C)N1O.CC1(C)CCCC(C)(C)N1O.CC1(C)CCCC(C)(C)N1O.CC1(C)CCCC(C)(C)N1O.OCCO.OCCO
Relative energy (zero: lowest compared OMol25 entry of this formula, charge and spin) (kJ/mol): 475.2

Each atom is followed by the atoms it is bonded to, with distances in Å.
CARTESIAN COORDINATES (ANGSTROEM)
1 C -1.78943 11.30361 0.42733  C2 1.536, H12 1.090, H13 1.090, H14 1.090
2 C -3.27213 11.70630 0.44349  C1 1.536, C3 1.572, N7 1.427, C11 1.535
3 C -3.79624 11.61402 1.92230  C2 1.572, C4 1.527, H15 1.090, H16 1.090
4 C -3.60393 12.83550 2.81774  C3 1.527, C5 1.505, H17 1.090, H18 1.090
5 C -3.97634 14.10721 2.10383  C4 1.505, C6 1.548, H19 1.090, H20 1.090
6 C -3.34735 14.15688 0.69020  C5 1.548, N7 1.487, C9 1.538, C10 1.593
7 N -3.62092 12.95826 -0.14627  C2 1.427, C6 1.487, O8 1.397
8 O -3.12996 12.98480 -1.45411  N7 1.397, H30 0.960
9 C -4.21241 15.24015 0.02354  C6 1.538, H21 1.090, H22 1.090, H23 1.090
10 C -1.84107 14.66937 0.75771  C6 1.593, H24 1.090, H25 1.090, H26 1.090
11 C -4.13121 10.64004 -0.25010  C2 1.535, H27 1.090, H28 1.090, H29 1.090
12 H -1.39159 11.19622 -0.58177  C1 1.090
13 H -1.52806 10.42594 1.01850  C1 1.090
14 H -1.11553 12.03914 0.86659  C1 1.090
15 H -4.87794 11.48023 1.91076  C3 1.090
16 H -3.37265 10.69572 2.32899  C3 1.090
17 H -2.52691 12.86041 2.98358  C4 1.090
18 H -4.10205 12.69980 3.77772  C4 1.090
19 H -3.56975 14.82812 2.81311  C5 1.090
20 H -5.05175 14.27699 2.05132  C5 1.090
21 H -4.06873 15.26009 -1.05676  C9 1.090
22 H -5.29089 15.09643 0.08932  C9 1.090
23 H -3.91391 16.24395 0.32581  C9 1.090
24 H -1.37166 14.46776 -0.20516  C10 1.090
25 H -1.74717 15.72495 1.01270  C10 1.090
26 H -1.17505 14.16585 1.45841  C10 1.090
27 H -5.21528 10.74310 -0.20232  C11 1.090
28 H -3.76890 9.69491 0.15432  C11 1.090
29 H -3.95496 10.47718 -1.31336  C11 1.090
30 H -3.80414 12.51251 -1.94811  O8 0.960
31 C -1.17133 22.00851 9.06668  C32 1.498, H42 1.090, H43 1.090, H44 1.090
32 C -0.13196 20.97723 8.74864  C31 1.498, C33 1.581, N37 1.542, C41 1.564
33 C 1.18281 21.59491 9.37238  C32 1.581, C34 1.518, H45 1.090, H46 1.090
34 C 2.29775 20.57967 9.54997  C33 1.518, C35 1.499, H47 1.090, H48 1.090
35 C 1.83116 19.45751 10.42802  C34 1.499, C36 1.561, H49 1.090, H50 1.090
36 C 0.56103 18.69613 9.93407  C35 1.561, N37 1.495, C39 1.556, C40 1.592
37 N -0.45831 19.74138 9.61132  C32 1.542, C36 1.495, O38 1.365
38 O -1.66447 19.21084 9.25508  N37 1.365, H60 0.960
39 C 0.91978 17.71463 8.78118  C36 1.556, H51 1.090, H52 1.090, H53 1.090
40 C -0.11298 17.92366 11.15180  C36 1.592, H54 1.090, H55 1.090, H56 1.090
41 C -0.06488 20.87110 7.18968  C32 1.564, H57 1.090, H58 1.090, H59 1.090
42 H -0.99624 22.86788 8.41944  C31 1.090
43 H -1.22609 22.35678 10.09809  C31 1.090
44 H -2.11924 21.58381 8.73625  C31 1.090
45 H 1.56623 22.25275 8.59243  C33 1.090
46 H 0.94823 22.08460 10.31751  C33 1.090
47 H 3.19692 21.04921 9.94888  C34 1.090
48 H 2.66727 20.14734 8.62011  C34 1.090
49 H 1.64369 19.74468 11.46267  C35 1.090
50 H 2.68710 18.78432 10.47586  C35 1.090
51 H 0.11541 17.25060 8.21041  C39 1.090
52 H 1.50864 18.36423 8.13361  C39 1.090
53 H 1.53292 16.88933 9.14319  C39 1.090
54 H 0.72524 17.43553 11.64901  C40 1.090
55 H -0.65990 18.64925 11.75388  C40 1.090
56 H -0.80438 17.13508 10.85480  C40 1.090
57 H -0.97747 21.16793 6.67278  C41 1.090
58 H 0.17405 19.83205 6.96299  C41 1.090
59 H 0.74084 21.46448 6.75747  C41 1.090
60 H -2.23124 19.51010 9.96979  O38 0.960
61 C -14.47316 13.95215 -7.52531  C62 1.555, H72 1.090, H73 1.090, H74 1.090
62 C -13.06875 13.31665 -7.72855  C61 1.555, C63 1.507, N67 1.463, C71 1.570
63 C -12.35416 14.24276 -8.67812  C62 1.507, C64 1.550, H75 1.090, H76 1.090
64 C -10.82469 13.99316 -8.68421  C63 1.550, C65 1.523, H77 1.090, H78 1.090
65 C -10.27778 14.19144 -7.27660  C64 1.523, C66 1.517, H79 1.090, H80 1.090
66 C -10.90914 13.19525 -6.32220  C65 1.517, N67 1.478, C69 1.580, C70 1.547
67 N -12.38278 13.21748 -6.43989  C62 1.463, C66 1.478, O68 1.403
68 O -13.08848 12.48011 -5.47774  N67 1.403, H90 0.960
69 C -10.39514 11.74079 -6.66228  C66 1.580, H81 1.090, H82 1.090, H83 1.090
70 C -10.38308 13.62474 -4.93238  C66 1.547, H84 1.090, H85 1.090, H86 1.090
71 C -13.14371 11.95139 -8.49989  C62 1.570, H87 1.090, H88 1.090, H89 1.090
72 H -14.97322 14.37645 -8.39595  C61 1.090
73 H -14.43053 14.79897 -6.84035  C61 1.090
74 H -15.14659 13.25164 -7.03146  C61 1.090
75 H -12.69666 14.07521 -9.69926  C63 1.090
76 H -12.54861 15.27309 -8.38028  C63 1.090
77 H -10.28310 14.64914 -9.36573  C64 1.090
78 H -10.61959 13.00290 -9.09093  C64 1.090
79 H -10.33180 15.23504 -6.96663  C65 1.090
80 H -9.19907 14.03771 -7.24742  C65 1.090
81 H -10.77075 11.34312 -7.60508  C69 1.090
82 H -9.32057 11.55832 -6.67247  C69 1.090
83 H -10.82593 10.95138 -6.04636  C69 1.090
84 H -10.48374 12.83171 -4.19139  C70 1.090
85 H -9.29938 13.73729 -4.90036  C70 1.090
86 H -10.85777 14.52423 -4.54037  C70 1.090
87 H -13.26504 11.23990 -7.68309  C71 1.090
88 H -12.36708 11.54902 -9.15031  C71 1.090
89 H -14.07267 11.87712 -9.06524  C71 1.090
90 H -13.90888 12.97809 -5.50157  O68 0.960
91 C 0.23212 -2.07769 -1.01952  C92 1.605, H102 1.090, H103 1.090, H104 1.090
92 C 0.29414 -0.55335 -0.52227  C91 1.605, C93 1.592, N97 1.500, C101 1.580
93 C 0.89568 0.34812 -1.68794  C92 1.592, C94 1.509, H105 1.090, H106 1.090
94 C 0.67815 1.81011 -1.38482  C93 1.509, C95 1.485, H107 1.090, H108 1.090
95 C -0.72833 2.15793 -1.06135  C94 1.485, C96 1.580, H109 1.090, H110 1.090
96 C -1.35861 1.32569 0.12455  C95 1.580, N97 1.481, C99 1.587, C100 1.524
97 N -1.06844 -0.11302 -0.07687  C92 1.500, C96 1.481, O98 1.362
98 O -1.58348 -0.83487 0.95693  N97 1.362, H120 0.960
99 C -0.84072 1.89002 1.51401  C96 1.587, H111 1.090, H112 1.090, H113 1.090
100 C -2.86805 1.49328 -0.00626  C96 1.524, H114 1.090, H115 1.090, H116 1.090
101 C 1.33005 -0.50588 0.66950  C92 1.580, H117 1.090, H118 1.090, H119 1.090
102 H -0.19252 -2.66578 -0.20593  C91 1.090
103 H 1.17689 -2.51332 -1.34467  C91 1.090
104 H -0.56880 -2.18345 -1.75126  C91 1.090
105 H 1.96620 0.14858 -1.73554  C93 1.090
106 H 0.47679 0.01915 -2.63894  C93 1.090
107 H 1.06269 2.37779 -2.23215  C94 1.090
108 H 1.19625 2.14654 -0.48677  C94 1.090
109 H -1.36349 2.09193 -1.94471  C95 1.090
110 H -0.71426 3.20052 -0.74367  C95 1.090
111 H -1.59166 1.64768 2.26598  C99 1.090
112 H 0.12083 1.53025 1.88019  C99 1.090
113 H -0.91984 2.96874 1.37908  C99 1.090
114 H -3.47474 1.16915 0.83930  C100 1.090
115 H -3.09108 2.50488 -0.34541  C100 1.090
116 H -3.33230 0.90938 -0.80101  C100 1.090
117 H 2.22439 -1.10391 0.49456  C101 1.090
118 H 0.85168 -0.87688 1.57593  C101 1.090
119 H 1.67335 0.51179 0.85551  C101 1.090
120 H -2.17956 -1.41015 0.47180  O98 0.960
121 C -1.53862 5.74277 13.92761  C122 1.521, H132 1.090, H133 1.090, H134 1.090
122 C -0.31760 5.49813 13.05485  C121 1.521, C123 1.500, N127 1.498, C131 1.554
123 C -0.70641 4.43180 12.07443  C122 1.500, C124 1.545, H135 1.090, H136 1.090
124 C -1.50304 5.00055 10.87931  C123 1.545, C125 1.446, H137 1.090, H138 1.090
125 C -0.85860 6.10598 10.20648  C124 1.446, C126 1.548, H139 1.090, H140 1.090
126 C -0.44374 7.25248 11.16066  C125 1.548, N127 1.508, C129 1.593, C130 1.565
127 N 0.29251 6.66374 12.33754  C122 1.498, C126 1.508, O128 1.423
128 O 0.67928 7.66617 13.27015  N127 1.423, H150 0.960
129 C 0.69729 7.96275 10.30596  C126 1.593, H141 1.090, H142 1.090, H143 1.090
130 C -1.63241 8.22083 11.47695  C126 1.565, H144 1.090, H145 1.090, H146 1.090
131 C 0.85070 4.91657 13.89894  C122 1.554, H147 1.090, H148 1.090, H149 1.090
132 H -2.38907 6.20400 13.42550  C121 1.090
133 H -1.40705 6.32670 14.83855  C121 1.090
134 H -1.89712 4.73838 14.15293  C121 1.090
135 H 0.24550 4.14348 11.62853  C123 1.090
136 H -1.22508 3.55831 12.46952  C123 1.090
137 H -2.46796 5.34794 11.24856  C124 1.090
138 H -1.72159 4.15563 10.22628  C124 1.090
139 H -1.58853 6.44046 9.46931  C125 1.090
140 H -0.05633 5.68318 9.60174  C125 1.090
141 H 0.32457 8.45000 9.40498  C129 1.090
142 H 1.25524 8.62506 10.96788  C129 1.090
143 H 1.51122 7.27509 10.07634  C129 1.090
144 H -1.43302 8.98743 12.22572  C130 1.090
145 H -1.92058 8.68733 10.53491  C130 1.090
146 H -2.49662 7.68601 11.87091  C130 1.090
147 H 1.23231 5.70272 14.55043  C131 1.090
148 H 1.71005 4.78396 13.24166  C131 1.090
149 H 0.78336 3.93914 14.37664  C131 1.090
150 H 1.57402 7.39551 13.48875  O128 0.960
151 C 6.90047 12.07674 -2.14879  C152 1.543, H162 1.090, H163 1.090, H164 1.090
152 C 7.33989 11.02935 -1.10410  C151 1.543, C153 1.600, N157 1.550, C161 1.539
153 C 6.66164 9.59946 -1.33991  C152 1.600, C154 1.492, H165 1.090, H166 1.090
154 C 7.37484 8.37678 -0.86762  C153 1.492, C155 1.501, H167 1.090, H168 1.090
155 C 8.80151 8.28456 -1.32588  C154 1.501, C156 1.609, H169 1.090, H170 1.090
156 C 9.59415 9.66256 -1.08021  C155 1.609, N157 1.427, C159 1.455, C160 1.551
157 N 8.87640 10.88378 -1.25148  C152 1.550, C156 1.427, O158 1.374
158 O 9.55592 12.07338 -1.14302  N157 1.374, H180 0.960
159 C 10.05199 9.54481 0.29569  C156 1.455, H171 1.090, H172 1.090, H173 1.090
160 C 10.73593 9.61814 -2.12843  C156 1.551, H174 1.090, H175 1.090, H176 1.090
161 C 7.03170 11.52616 0.31911  C152 1.539, H177 1.090, H178 1.090, H179 1.090
162 H 6.85093 11.71827 -3.17695  C151 1.090
163 H 7.55614 12.94532 -2.21023  C151 1.090
164 H 5.86779 12.31965 -1.89847  C151 1.090
165 H 5.74501 9.58560 -0.75026  C153 1.090
166 H 6.41788 9.36972 -2.37717  C153 1.090
167 H 6.89286 7.44021 -1.14803  C154 1.090
168 H 7.39935 8.27609 0.21743  C154 1.090
169 H 8.73271 7.96224 -2.36486  C155 1.090
170 H 9.30208 7.47584 -0.79344  C155 1.090
171 H 10.55493 8.61468 0.56032  C159 1.090
172 H 10.63692 10.39782 0.63968  C159 1.090
173 H 9.16267 9.66029 0.91526  C159 1.090
174 H 10.26243 9.38917 -3.08313  C160 1.090
175 H 11.28532 10.55085 -2.25617  C160 1.090
176 H 11.39590 8.79841 -1.84458  C160 1.090
177 H 5.98329 11.78536 0.46664  C161 1.090
178 H 7.50535 12.49997 0.44342  C161 1.090
179 H 7.39635 10.90236 1.13521  C161 1.090
180 H 9.49016 12.10306 -0.18574  O158 0.960
181 C -1.71414 19.11457 -7.85459  C182 1.495, H192 1.090, H193 1.090, H194 1.090
182 C -0.84530 20.32080 -7.69371  C181 1.495, C183 1.596, N187 1.516, C191 1.544
183 C 0.46875 20.23571 -8.59611  C182 1.596, C184 1.585, H195 1.090, H196 1.090
184 C 0.22998 20.66125 -10.10422  C183 1.585, C185 1.562, H197 1.090, H198 1.090
185 C -0.49168 22.04689 -10.11949  C184 1.562, C186 1.544, H199 1.090, H200 1.090
186 C -1.76332 22.20483 -9.25788  C185 1.544, N187 1.497, C189 1.541, C190 1.595
187 N -1.46628 21.69102 -7.88338  C182 1.516, C186 1.497, O188 1.420
188 O -2.55567 22.01253 -7.03107  N187 1.420, H210 0.960
189 C -2.02817 23.72264 -9.22283  C186 1.541, H201 1.090, H202 1.090, H203 1.090
190 C -2.98226 21.46286 -9.96983  C186 1.595, H204 1.090, H205 1.090, H206 1.090
191 C -0.30532 20.39766 -6.24932  C182 1.544, H207 1.090, H208 1.090, H209 1.090
192 H -2.58178 19.18857 -7.19897  C181 1.090
193 H -1.21940 18.18538 -7.57185  C181 1.090
194 H -2.08009 19.02742 -8.87762  C181 1.090
195 H 1.29046 20.73250 -8.08027  C183 1.090
196 H 0.76920 19.19261 -8.69499  C183 1.090
197 H -0.29309 19.92296 -10.71202  C184 1.090
198 H 1.25475 20.82090 -10.43955  C184 1.090
199 H -0.69592 22.25484 -11.16980  C185 1.090
200 H 0.24768 22.79015 -9.82114  C185 1.090
201 H -2.59874 24.00598 -8.33838  C189 1.090
202 H -1.16220 24.36529 -9.06412  C189 1.090
203 H -2.50135 23.98704 -10.16850  C189 1.090
204 H -3.45835 22.08148 -10.73059  C190 1.090
205 H -2.84358 20.50510 -10.47140  C190 1.090
206 H -3.73992 21.06910 -9.29235  C190 1.090
207 H 0.19958 19.43211 -6.21919  C191 1.090
208 H -1.18214 20.26575 -5.61537  C191 1.090
209 H 0.41199 21.17075 -5.97380  C191 1.090
210 H -2.12478 22.41810 -6.27513  O188 0.960
211 C -11.66703 5.78031 5.89462  C212 1.566, O214 1.385, H215 1.090, H216 1.090
212 C -10.42811 6.71298 5.67867  C211 1.566, O213 1.407, H217 1.090, H218 1.090
213 O -9.41276 6.31231 6.56711  C212 1.407, H219 0.960
214 O -11.40389 4.43744 5.68221  C211 1.385, H220 0.960
215 H -12.40778 6.05892 5.14511  C211 1.090
216 H -12.04710 5.97199 6.89807  C211 1.090
217 H -10.60179 7.78888 5.69813  C212 1.090
218 H -10.01095 6.49528 4.69548  C212 1.090
219 H -9.24155 5.37365 6.46132  O213 0.960
220 H -11.04736 3.90629 6.39800  O214 0.960
221 C -9.51815 20.17197 6.42041  C222 1.550, O224 1.418, H225 1.090, H226 1.090
222 C -11.01122 20.19515 6.00557  C221 1.550, O223 1.431, H227 1.090, H228 1.090
223 O -11.45224 21.55678 5.98539  C222 1.431, H229 0.960
224 O -9.37911 20.31511 7.82395  C221 1.418, H230 0.960
225 H -8.95884 20.97663 5.94312  C221 1.090
226 H -9.05797 19.25035 6.06413  C221 1.090
227 H -11.58624 19.65972 6.76105  C222 1.090
228 H -11.21916 19.76655 5.02518  C222 1.090
229 H -11.85238 21.70623 6.84513  O223 0.960
230 H -9.58771 21.23485 8.00328  O224 0.960

Entry 2:
ORCA calculation (ωB97M-V with the def2-TZVPD basis set) on one molecule with the formula C2H2N2O3 at a distorted geometry.

## Properties
Spin multiplicity: 1
Orbital gap (eV): 11.00
SMILES: O=C1ON=CNO1
Relative energy (zero: lowest compared OMol25 entry of this formula, charge and spin) (kJ/mol): 401.7

Each atom is followed by the atoms it is bonded to, with distances in Å.
CARTESIAN COORDINATES (ANGSTROEM)
1 C 1.21344 0.24091 -0.83021  O7 1.235, O8 1.381, O9 1.415
2 C -0.89737 0.07672 0.91197  H4 1.216, N5 1.424, N6 1.295
3 H -1.28648 -1.40926 -0.29865  N5 1.019
4 H -1.96723 0.44176 1.35925  C2 1.216
5 N -0.47044 -1.09510 0.22534  C2 1.424, H3 1.019, O8 1.463
6 N -0.05572 1.05374 1.03471  C2 1.295, O9 1.467
7 O 1.95778 0.45932 -1.79058  C1 1.235
8 O 0.24988 -0.73495 -0.99596  C1 1.381, N5 1.463
9 O 1.25614 0.96685 0.38413  C1 1.415, N6 1.467

Number 1: highest occupied orbital energy -7.8118 eV. Number 2: highest occupied orbital energy -10.8161 eV.